(1)
Molecular formula: C6H13NO
Method: DFT, the ωB97M-V functional and the def2-TZVPD basis

Calculated values
E_HOMO (alpha / beta) ... -15.01 / -15.15 eV
Orbital gap (alpha / beta) ... 7.75 / 6.66 eV
Lowest unoccupied orbital energy (alpha / beta) ... -7.26 / -8.50 eV

ORCA input file:
```
! RIJCOSX wB97M-V def2-TZVPD def2/J DEFGRID3
* xyz 1 2
O -1.553 -0.945 2.249
C -1.287 -1.167 1.094
C -1.589 -0.273 -0.020
N -0.877 -0.486 -1.175
C -0.031 0.702 -1.433
C 1.393 0.649 -0.790
C 1.539 1.841 0.157
C 1.752 -0.625 -0.066
H -0.734 -2.070 0.830
H -2.127 0.690 0.016
H -0.210 0.577 1.065
H -1.560 -0.543 -1.945
H -0.550 1.562 -1.022
H 0.100 0.849 -2.508
H 2.070 0.789 -1.639
H 2.390 1.690 0.802
H 1.631 2.796 -0.368
H 0.595 1.964 0.735
H 1.587 -1.501 -0.692
H 1.036 -0.897 0.718
H 2.771 -0.570 0.306
*
```

(2)
Molecular formula: C6H13NO2
Method: DFT, the ωB97M-V functional and the def2-TZVPD basis

Calculated values
Structure (SMILES) ... C1CCOC1.CC(N)=O
E_HOMO ... -9.52 eV
Orbital gap ... 10.41 eV
Lowest unoccupied orbital energy ... 0.88 eV

ORCA input file:
```
! RIJCOSX wB97M-V def2-TZVPD def2/J DEFGRID3
* xyz 0 1
C -1.319 2.256 1.092
C -0.673 2.788 -0.186
C 0.510 3.564 0.380
O 0.920 2.862 1.562
C -0.089 1.908 1.922
H -1.989 1.390 0.931
H -1.909 3.051 1.586
H -1.345 3.416 -0.802
H -0.322 1.950 -0.819
H 0.219 4.597 0.650
H 1.374 3.627 -0.310
H 0.273 0.887 1.693
H -0.257 1.969 3.015
C 4.438 -1.237 -1.334
C 3.344 -0.346 -0.789
N 3.746 0.518 0.191
O 2.187 -0.384 -1.185
H 4.016 -1.892 -2.114
H 4.865 -1.868 -0.537
H 5.249 -0.636 -1.780
H 4.714 0.548 0.520
H 3.048 1.146 0.597
*
```

(3)
Molecular formula: C6H13NO2
Method: DFT, the ωB97M-V functional and the def2-TZVPD basis

Calculated values
Structure (SMILES) ... CO[C@@H](C)N(C)C(C)=O
E_HOMO ... -9.40 eV
Orbital gap ... 10.23 eV
Lowest unoccupied orbital energy ... 0.83 eV

ORCA input file:
```
! RIJCOSX wB97M-V def2-TZVPD def2/J DEFGRID3
* xyz 0 1
C -2.277 1.006 0.205
O -1.422 -0.008 -0.262
C -0.261 -0.255 0.521
C -0.488 -1.462 1.435
N 0.846 -0.449 -0.387
C 0.876 -1.724 -1.087
C 1.445 0.608 -1.008
C 1.447 1.933 -0.278
O 2.053 0.477 -2.065
H -3.173 0.961 -0.424
H -1.824 1.995 0.115
H -2.569 0.842 1.249
H -0.042 0.617 1.151
H -0.854 -2.314 0.870
H -1.234 -1.204 2.180
H 0.443 -1.719 1.945
H -0.097 -1.941 -1.530
H 1.163 -2.518 -0.403
H 1.611 -1.640 -1.879
H 2.076 2.618 -0.843
H 1.835 1.827 0.726
H 0.445 2.347 -0.233
*
```

(4)
Molecular formula: C6H13NO2
Method: DFT, the ωB97M-V functional and the def2-TZVPD basis

Calculated values
Structure (SMILES) ... C[C@@H]1CC(=O)N(C)C1.O
E_HOMO ... -9.43 eV
Orbital gap ... 10.10 eV
Lowest unoccupied orbital energy ... 0.67 eV

ORCA input file:
```
! RIJCOSX wB97M-V def2-TZVPD def2/J DEFGRID3
* xyz 0 1
C 0.598 -2.482 0.399
C 0.241 -1.301 -0.489
C 1.373 -0.284 -0.685
C 0.687 1.060 -0.821
O 1.096 2.036 -1.438
N -0.637 0.896 -0.374
C -1.690 1.855 -0.601
C -0.932 -0.462 0.052
H 0.905 -2.136 1.398
H -0.260 -3.159 0.520
H 1.428 -3.060 -0.033
H -0.049 -1.675 -1.483
H 2.034 -0.233 0.195
H 2.003 -0.492 -1.558
H -2.287 1.989 0.314
H -1.247 2.813 -0.893
H -2.356 1.512 -1.407
H -1.899 -0.804 -0.344
H -0.992 -0.504 1.153
O 0.799 1.823 2.177
H 0.044 1.659 1.529
H 1.142 0.949 2.388
*
```

(5)
Molecular formula: C6H13NO2P
Method: DFT, the ωB97M-V functional and the def2-TZVPD basis

Calculated values
E_HOMO (alpha / beta) ... -4.30 / -2.65 eV
Orbital gap (alpha / beta) ... 7.64 / 5.89 eV
Lowest unoccupied orbital energy (alpha / beta) ... 3.34 / 3.23 eV

ORCA input file:
```
! RIJCOSX wB97M-V def2-TZVPD def2/J DEFGRID3
* xyz -1 1
C -2.320 -0.266 0.667
C -1.680 -1.651 0.158
C -2.161 0.826 -0.417
C -0.227 -1.311 -0.438
C -0.745 1.256 -0.466
C 0.161 0.101 -0.882
N 3.581 1.190 1.237
O 3.575 -1.334 0.781
O 4.422 0.301 -1.055
P 3.401 -0.101 -0.004
H -3.400 -0.603 0.885
H -1.845 0.176 1.650
H -1.832 -2.427 0.929
H -2.249 -1.934 -0.794
H -2.569 0.646 -1.499
H -2.747 1.558 0.057
H 0.459 -1.456 0.397
H 0.098 -2.016 -1.155
H -0.520 2.079 -1.323
H -0.432 1.774 0.370
H 0.486 0.063 -2.000
H 2.967 0.943 1.967
H 3.575 2.187 0.935
*
```

(6)
Molecular formula: C6H13NO2S
Method: DFT, the ωB97M-V functional and the def2-TZVPD basis

Calculated values
E_HOMO (alpha / beta) ... -8.62 / -8.62 eV
Orbital gap (alpha / beta) ... 6.29 / 6.30 eV
Lowest unoccupied orbital energy (alpha / beta) ... -2.33 / -2.32 eV

ORCA input file:
```
! RIJCOSX wB97M-V def2-TZVPD def2/J DEFGRID3
* xyz 0 1
C -1.281 1.491 -0.281
C -0.732 -0.457 -1.822
C 1.696 0.972 -0.161
C 1.206 -1.499 0.189
C -0.568 0.246 -0.534
C 0.638 -0.085 0.272
N 0.353 0.041 1.735
O -0.981 2.149 0.806
O -2.117 1.827 -1.073
S -2.550 -1.316 0.887
H -1.756 -0.610 -1.884
H -0.218 -1.339 -1.962
H -0.480 0.118 -2.766
H 1.359 1.956 -0.101
H 2.067 0.668 -1.079
H 2.629 1.018 0.352
H 0.324 -2.090 0.255
H 2.040 -1.758 0.857
H 1.535 -1.596 -0.892
H -0.431 -0.418 2.130
H -0.356 1.590 1.260
H 1.218 -0.055 2.213
H -3.594 -0.854 1.596
*
```

Record-wise energy above the lowest of the compared OMol25 structures with the same formula, charge and spin values, in kcal per mole: 132.8; 14.8; 21.1; 8.2; 72.3; 72.9
Record-wise F_max values, in eV/Å: 2.93; 0.91; 1.04; 2.39; 5.32; 3.67
Record-wise E values, in eV: -9956.601; -12018.082; -12017.812; -12018.370; -21305.975; -22850.133